Record 1
Computed, not measured: a single C5H10N4O3S molecule at a distorted geometry, with ωB97M-V/def2-TZVPD.

The geometry in ORCA input format:
```
! RIJCOSX wB97M-V def2-TZVPD def2/J DEFGRID3
* xyz 0 1
C -1.19087 -1.33039 -0.69322
C -0.21036 -0.79363 -1.68623
C -1.35227 0.84191 0.06192
C 0.34112 2.52792 -0.62869
C 2.13585 -1.83317 0.52754
N -1.92512 -0.30474 -0.04727
N 0.20351 0.41172 -1.64966
N -0.30295 1.24441 -0.73584
N -1.92986 1.80583 0.83622
O -0.47011 -2.11404 0.30732
O 0.47628 -2.16798 2.53693
O 0.43175 -0.01464 1.37900
S 0.55910 -1.44548 1.31056
H -1.87810 -2.06974 -1.12108
H 0.19058 -1.42251 -2.46488
H -0.37830 3.33527 -0.78188
H 0.81868 2.62886 0.34732
H 1.10112 2.56450 -1.40534
H 2.90638 -1.70250 1.27613
H 2.08522 -2.86343 0.20274
H 2.28119 -1.15875 -0.30630
H -2.60848 1.40912 1.47159
H -1.28437 2.45147 1.26311
*
```

Results
**Structure (SMILES)**: CN1N=C[C@@H](OS(C)(=O)=O)N=C1N
**E**: -1039.41649 a.u.
**HOMO level**: -9.0 eV
**ΔE to the lowest compared entry with this formula, charge and spin**: 0.000 eV
**LUMO level**: 0.8 eV

***

Record 2
Computed, not measured: 2 unconnected molecules or ions with the total composition C5H10N4O4 at a distorted geometry, with ωB97M-V/def2-TZVPD.

The geometry in ORCA input format:
```
! RIJCOSX wB97M-V def2-TZVPD def2/J DEFGRID3
* xyz 0 1
C -1.45130 -0.38956 0.16440
C 1.38886 0.70926 0.02424
C -1.70871 1.79947 1.23249
C -2.81657 -2.01845 -1.15032
C 3.48696 1.63572 -0.48625
N -1.86809 0.44609 0.90805
N -1.66705 -1.45386 -0.53006
N 0.76156 -0.51569 0.12259
N 1.27560 -1.62346 0.52253
O 0.65384 -2.64377 0.23095
O 0.87306 1.81000 0.10831
O 2.26823 -1.63927 1.19474
O 2.64945 0.49249 -0.33894
H -0.74372 2.21113 1.21038
H -1.94420 2.10433 2.16800
H -2.24311 2.33925 0.58289
H -2.70182 -3.09321 -1.09655
H -3.59010 -1.78134 -0.44014
H -2.87525 -1.61203 -2.26960
H 4.05844 1.68660 0.48809
H 2.76924 2.34504 -0.86863
H 4.10758 1.25195 -1.19944
H -0.68290 -2.06070 -0.57772
*
```

Results
**E**: -716.26807 a.u.
**HOMO level**: -9.6 eV
**ΔE to the lowest compared entry with this formula, charge and spin**: 7.622 eV
**LUMO level**: 0.4 eV

***

Record 3
Computed, not measured: a single C5H10N4S molecule at a distorted geometry, with ωB97M-V/def2-TZVPD.

The geometry in ORCA input format:
```
! RIJCOSX wB97M-V def2-TZVPD def2/J DEFGRID3
* xyz 0 1
C -0.02356 0.83670 0.19065
C 1.88207 1.27070 1.21091
C 0.18986 -0.84695 -2.24731
C -1.09452 0.59884 -0.75193
C -1.05448 -0.81257 -1.37106
N 1.12159 1.31593 0.01907
N 1.11640 0.75364 2.15343
N -0.15114 0.33629 1.69651
N -0.71427 -0.88108 1.97784
S 3.29304 2.04744 1.47580
H 1.16712 -0.91417 -1.71508
H 0.19516 0.11626 -2.67151
H 0.16316 -1.48502 -3.20745
H -1.04707 1.25565 -1.62725
H -2.20014 0.91698 -0.47613
H -2.01054 -0.90709 -1.74505
H -1.01641 -1.40945 -0.45511
H 1.44104 0.35856 3.04665
H -1.08437 -0.88103 2.89370
H -0.17293 -1.66962 1.60333
*
```

Results
**Structure (SMILES)**: CCCc1nc(=S)[nH]n1N
**E**: -813.61763 a.u.
**HOMO level**: -8.0 eV
**ΔE to the lowest compared entry with this formula, charge and spin**: 2.015 eV
**LUMO level**: 0.2 eV

***

Record 4
Computed, not measured: a gas-phase ion, C5H10N5 (charge +1) at a distorted geometry, with ωB97M-V/def2-TZVPD.

The geometry in ORCA input format:
```
! RIJCOSX wB97M-V def2-TZVPD def2/J DEFGRID3
* xyz 1 1
C -1.83758 -0.22890 0.00333
C -1.17121 1.08422 0.43682
C 0.25346 0.56835 1.06384
C -3.25907 -0.23177 -0.49268
C 3.27554 -0.08417 -0.58516
N -1.08731 -1.24674 0.13569
N 1.41067 0.94174 0.35049
N 1.29396 -1.15586 0.09753
N 0.11937 -0.85922 0.79940
N 1.93328 -0.05404 -0.15425
H -1.13897 1.63593 -0.55912
H -1.74999 1.78775 1.09934
H 0.33524 0.80736 2.18444
H -3.50967 0.59304 -1.05270
H -3.86320 -0.31535 0.30867
H -3.37479 -1.08613 -1.07027
H 3.84662 -0.55331 0.10108
H 3.58712 0.99256 -0.84147
H 3.35262 -0.51855 -1.55860
H 1.58394 -2.07692 -0.26642
*
```

Results
**Structure (SMILES)**: CC1=NN2N[N+](C)=N[C@H]2C1
**E**: -469.87667 a.u.
**HOMO level (alpha / beta)**: -13.1 / -13.1 eV
**ΔE to the lowest compared entry with this formula, charge and spin**: 4.712 eV
**LUMO level (alpha / beta)**: -4.7 / -4.7 eV

***

Record 5
Computed, not measured: a single C5H10N6 molecule at a distorted geometry, with ωB97M-V/def2-TZVPD.

The geometry in ORCA input format:
```
! RIJCOSX wB97M-V def2-TZVPD def2/J DEFGRID3
* xyz 0 1
C -3.13091 -1.50092 0.01552
C -0.81471 -0.61266 -0.00937
C -0.44464 1.57187 0.01278
C 1.27421 0.13098 -0.04405
C 3.17210 -1.42075 0.08338
H -3.56878 -2.48926 -0.04972
H -3.51607 -1.10278 0.96753
H -3.50376 -0.83887 -0.76346
H -1.24521 -2.51306 -0.00189
H -0.14287 3.53499 0.21427
H -1.83334 3.00866 0.24350
H 3.17678 0.75511 0.02248
H 2.84876 -1.80134 1.05004
H 4.26463 -1.35439 0.02753
H 2.78701 -2.05232 -0.72680
N -1.70610 -1.62444 -0.02921
N -1.34876 0.61301 -0.04824
N -0.87735 2.86238 -0.05457
N 0.89133 1.42260 0.08933
N 2.61865 -0.07080 -0.15370
N 0.47888 -0.93959 0.00595
*
```

Results
**Structure (SMILES)**: CNc1nc(N)nc(NC)n1
**E**: -525.13366 a.u.
**HOMO level**: -8.7 eV
**ΔE to the lowest compared entry with this formula, charge and spin**: 0.000 eV
**LUMO level**: 1.0 eV

***

Record 6
Computed, not measured: a gas-phase ion, C5H10NO (charge -1) at a distorted geometry, with ωB97M-V/def2-TZVPD.

The geometry in ORCA input format:
```
! RIJCOSX wB97M-V def2-TZVPD def2/J DEFGRID3
* xyz -1 1
C -0.76025 -1.19882 1.27645
O -0.44268 -2.41577 1.72263
C 0.53216 -0.33931 0.98031
C 0.28519 0.95727 0.17289
C -0.34527 0.71970 -1.16677
C -0.73977 1.61616 -2.09822
N 1.55634 -1.15325 0.30026
H -1.26609 -1.11322 0.27160
H -1.46722 -0.66779 2.00974
H 1.01264 -0.11258 2.02835
H 1.17129 1.60010 0.12368
H -0.52626 1.44134 0.72784
H -0.48677 -0.30621 -1.55128
H -0.79211 2.67127 -1.84255
H -1.07912 1.30520 -3.09277
H 2.10731 -0.93224 -0.50733
H 1.24062 -2.07187 0.64517
*
```

Results
**Structure (SMILES)**: C=CC[C@H](N)C[O-]
**E**: -326.44037 a.u.
**HOMO level**: -2.5 eV
**ΔE to the lowest compared entry with this formula, charge and spin**: 1.223 eV
**LUMO level**: 3.8 eV

***

Record 7
Computed, not measured: a gas-phase ion, C5H10NO (charge -1) at a distorted geometry, with ωB97M-V/def2-TZVPD.

The geometry in ORCA input format:
```
! RIJCOSX wB97M-V def2-TZVPD def2/J DEFGRID3
* xyz -1 1
C 0.56534 -0.73691 1.82918
O 0.99185 -1.88497 1.41363
C -0.41822 -0.03594 0.88873
C 0.19195 -0.15197 -0.61363
C 0.78871 1.05038 -1.20743
C 0.44287 1.41220 -2.52030
N -1.84759 -0.50953 1.10476
H 1.47123 -0.13611 1.79225
H 0.12646 -0.65701 2.83036
H -0.32938 0.96550 1.19250
H 1.10585 -0.90717 -0.49922
H -0.61990 -0.86914 -1.14540
H 1.22963 1.60250 -0.49845
H -0.41497 0.96443 -3.05148
H 0.94963 2.01954 -3.22271
H -2.25316 -0.64095 0.28283
H -1.98032 -1.48485 1.42438
*
```

Results
**Structure (SMILES)**: C=CC[C@@H](N)C[O-]
**E**: -326.38703 a.u.
**HOMO level**: -2.3 eV
**ΔE to the lowest compared entry with this formula, charge and spin**: 2.674 eV
**LUMO level**: 3.9 eV

***

Record 8
Computed, not measured: a molecular structure, C5H10NO at a distorted geometry, with ωB97M-V/def2-TZVPD.

The geometry in ORCA input format:
```
! RIJCOSX wB97M-V def2-TZVPD def2/J DEFGRID3
* xyz -1 1
C 0.04904 -2.18884 -1.61637
C -0.54175 -3.41179 -1.98541
C -1.34909 -1.09208 -0.76204
N -0.05299 -1.40125 -0.50238
H 0.66691 -1.70913 -2.41089
H -1.28708 -3.88649 -1.31779
H -0.27804 -3.88279 -2.94811
H -2.23624 -1.58996 -0.40245
H -1.48711 -0.07352 -1.12468
C 0.94285 2.47129 1.05307
O -0.35075 2.77324 0.75719
C 1.14301 2.16128 2.55299
H 1.62151 3.34357 0.80895
H 1.32142 1.59397 0.52991
H 2.21386 1.95261 2.86837
H 0.56429 1.26342 2.84591
H 0.61299 2.97196 3.15649
*
```

Results
**E**: -326.29555 a.u.
**HOMO level**: -2.1 eV
**ΔE to the lowest compared entry with this formula, charge and spin**: 5.163 eV
**LUMO level**: 2.1 eV